Record 1
Here is a molecular structure, C8H10F3LuN at a distorted geometry from OMol25. Energies are from wB97M-V/def2-TZVPD.

As for the HOMO-LUMO gap: 6.46 eV. Its net charge is -1. For the highest occupied orbital energy, the calculation gives -0.112 hartree. The calculated total energy is -51720.322 eV.

```
23
Properties=species:S:1:pos:R:3:forces:R:3:lowdin_charge:R:1
C -0.932905 0.845980 -1.740155 0.37 0.91 -0.59 -0.25
C 0.457128 0.685720 -2.035254 -0.24 0.70 0.07 -0.25
C 1.199945 1.508839 -1.132029 -0.46 0.34 -0.32 -0.23
C 0.268984 2.177293 -0.280721 -0.19 0.38 -0.92 -0.24
C -1.052911 1.783188 -0.666834 0.74 0.43 -0.70 -0.23
Lu -0.019947 -0.234353 0.235668 -2.29 -0.33 2.79 1.22
N -1.888634 -0.823940 0.722654 1.55 -0.46 -0.28 -0.32
C -0.014103 -2.749385 0.035593 -0.43 -1.02 0.25 -0.22
C 1.011232 -2.287642 -0.733686 0.58 -0.39 -0.33 -0.24
H 2.275826 1.669562 -1.150996 -0.25 -0.18 0.13 0.09
H 0.883650 0.091382 -2.838733 -0.13 0.05 0.22 0.09
H 0.525203 2.930561 0.466173 -0.14 -0.49 -0.13 0.10
H -1.973163 2.161960 -0.238064 0.20 -0.30 0.01 0.10
H -1.755207 0.373844 -2.278919 0.32 0.09 0.39 0.09
H 0.922776 -2.245542 -1.827372 0.00 0.05 0.55 0.05
H -0.938917 -3.121673 -0.411935 0.40 0.24 0.29 0.05
H -2.771194 -1.124348 1.134519 0.16 0.08 -0.21 -0.16
H 2.028729 -2.145893 -0.337628 -0.50 0.01 -0.04 0.05
H 0.108879 -2.946758 1.113041 -0.09 0.13 -0.63 0.06
F 0.394554 -0.263041 3.597935 0.27 0.44 0.51 -0.06
C 0.378110 0.708549 2.613402 -0.53 -0.93 -2.33 -0.57
F -0.652936 1.563069 2.980437 0.62 -0.01 0.39 -0.05
F 1.544903 1.442636 2.772895 0.06 0.26 0.87 -0.06
```
Positions in Å, forces in eV/Å.

***

Record 2
Here is 3 unconnected molecules or ions with the total composition C3H10NO3S at a distorted geometry from OMol25. Energies are from wB97M-V/def2-TZVPD.

As for the expectation value of S²: 0.752. The spin multiplicity is 2. As for the HOMO-LUMO gap (alpha / beta): 2.75 / 6.87 eV. Its net charge is -2. The value obtained for the relative energy (zero: lowest compared OMol25 entry of this formula, charge and spin) is 0.0 kJ/mol. For the highest occupied orbital energy (alpha / beta), the calculation gives 0.106 / -0.045 hartree. The calculated total energy is -21738.241 eV.

```
18
Properties=species:S:1:pos:R:3:forces:R:3:mulliken_spin:R:1
O 0.182717 -0.855042 0.663086 0.14 -0.02 0.21 -0.01
C -0.855533 -0.138215 0.429967 0.75 0.43 0.03 0.69
C -0.966918 0.564329 -0.956268 -0.50 -1.21 -0.10 -0.08
C -1.441386 1.929750 -0.512844 -0.13 1.41 -0.22 0.07
S -0.918630 1.804642 1.244634 0.06 -0.07 -0.54 0.28
N 0.329735 0.513804 -1.642611 -0.41 0.43 -0.17 0.04
H -1.818101 -0.536519 0.774802 -0.24 0.05 -0.02 0.01
H -1.647606 -0.038740 -1.579046 -0.23 0.33 -0.06 0.01
H -1.039782 2.734161 -1.158858 0.70 -0.17 0.55 0.11
H -2.487317 2.250176 -0.566994 -0.32 -1.08 0.02 -0.12
H 1.032444 0.750727 -0.949434 0.17 0.10 -0.09 0.01
H 0.305035 1.228895 -2.375651 0.27 -0.16 0.43 -0.02
H 1.786250 0.208159 1.814078 -0.15 0.39 0.06 0.01
H 2.545616 -0.976529 1.587444 0.16 -0.80 -0.35 0.00
O 2.672889 -0.135053 2.009142 -0.10 0.39 0.17 -0.01
H 0.895905 -3.251167 1.149117 -0.31 -0.15 -0.52 0.00
H 0.679507 -2.572187 -0.144961 -0.35 0.03 0.22 0.01
O 0.745177 -3.481193 0.214398 0.50 0.09 0.37 0.00
```
Positions in Å, forces in eV/Å.

***

Record 3
Here is a gas-phase ion, C8H13O3S2 (charge -1) at a distorted geometry from OMol25. Energies are from wB97M-V/def2-TZVPD.

As for the expectation value of S²: 2.010. The spin multiplicity is 3. As for the HOMO-LUMO gap (alpha / beta): 4.64 / 6.42 eV. Its net charge is -1. For the highest occupied orbital energy (alpha / beta), the calculation gives -0.057 / -0.193 hartree. The calculated total energy is -36316.411 eV.

```
26
Properties=species:S:1:pos:R:3:forces:R:3:mulliken_spin:R:1
C 1.549364 1.429683 1.957070 0.18 -0.52 1.56 0.06
C 0.639774 0.589023 1.462117 -1.42 -0.46 2.46 -0.05
C -1.163348 1.387168 0.039005 3.77 -3.01 -0.60 0.45
C 1.132287 0.088705 -2.339519 1.54 1.05 -0.99 0.00
C 0.573467 -2.120548 0.512169 -0.68 -1.27 -1.12 0.01
C 1.255509 0.674067 -0.939668 0.44 0.40 0.94 0.05
C -0.446151 -1.070557 0.047001 2.45 0.84 1.62 0.05
C 0.092726 0.385674 0.105125 0.87 1.10 -1.21 0.02
O -3.539599 -1.355682 0.926024 -0.14 0.84 -0.49 0.03
O -4.642912 0.547097 -0.163852 -2.02 1.30 0.12 0.05
O -2.183790 0.972675 0.615442 -2.85 -0.14 2.02 0.07
S -1.137421 2.844859 -0.766381 0.09 1.85 -0.98 1.14
S -3.527021 -0.330860 -0.139933 1.51 -2.22 -0.05 0.13
H 1.897164 1.639146 3.017106 -1.11 -0.87 -1.14 0.00
H 2.130523 1.998708 1.307182 0.83 1.00 -1.36 0.01
H -0.024372 -0.065899 2.103458 1.10 1.15 0.19 -0.01
H 0.611646 -0.809549 -2.134716 -0.12 -1.34 -1.06 0.00
H 2.204515 -0.068869 -2.841875 -2.44 0.15 1.04 0.00
H 0.506094 0.752162 -3.014663 0.71 -0.87 0.77 0.00
H 1.520243 -2.032578 -0.067166 -0.42 -0.38 0.76 0.00
H 0.662794 -2.111679 1.566341 0.97 0.76 1.19 0.00
H 0.133428 -3.171953 0.475637 0.48 1.12 -0.95 0.00
H 2.219409 0.386309 -0.417566 -0.99 0.05 -0.79 0.00
H 1.332935 1.743437 -1.085717 0.09 0.57 0.41 -0.01
H -1.247789 -1.127394 0.752514 -1.04 -0.13 -0.54 0.00
H -0.549475 -1.173149 -0.975135 -1.80 -0.96 -1.80 0.00
```
Positions in Å, forces in eV/Å.

***

Record 4
Here is 2 unconnected molecules or ions with the total composition C3H8NP at a distorted geometry from OMol25. Energies are from wB97M-V/def2-TZVPD.

As for the HOMO-LUMO gap: 8.99 eV. The value obtained for the relative energy (zero: lowest compared OMol25 entry of this formula, charge and spin) is 321.0 kJ/mol. For the highest occupied orbital energy, the calculation gives -0.295 hartree. The calculated total energy is -14015.444 eV.

```
13
Properties=species:S:1:pos:R:3:forces:R:3:lowdin_charge:R:1
C 0.137351 0.041052 -0.141862 2.83 3.80 3.14 -0.53
C 1.556433 1.505479 0.625126 -3.30 -4.02 -0.10 0.00
C -1.845058 -0.825884 0.487035 -3.64 -2.84 -2.06 -0.21
N -0.885814 0.159487 0.548405 1.65 0.62 -0.08 -0.09
P 1.158959 -0.995951 -1.161582 -1.51 -0.82 -0.32 0.81
H 1.480161 2.372017 0.063298 0.02 1.50 -0.89 -0.02
H 1.084142 1.437322 1.595375 0.03 0.57 0.05 0.01
H 2.407942 0.889345 0.586870 1.38 -0.19 -0.22 -0.03
H -2.040966 -1.390067 1.437860 0.24 0.90 -0.67 0.09
H -1.672181 -1.632942 -0.329896 0.07 0.92 1.22 0.07
H -2.812022 -0.349590 0.103772 0.91 -0.64 0.99 0.10
H 1.438100 0.154198 -1.859574 0.41 0.35 -0.94 -0.11
H -0.007052 -1.364468 -1.954826 0.90 -0.16 -0.11 -0.09
```
Positions in Å, forces in eV/Å.

***

Record 5
Here is 14 unconnected molecules or ions with the total composition CH27O16 at a distorted geometry from OMol25. Energies are from wB97M-V/def2-TZVPD.

As for the HOMO-LUMO gap: 9.08 eV. Its net charge is -1. The value obtained for the relative energy (zero: lowest compared OMol25 entry of this formula, charge and spin) is 64.3 kJ/mol. For the highest occupied orbital energy, the calculation gives -0.254 hartree. The calculated total energy is -34239.093 eV.

```
44
Properties=species:S:1:pos:R:3:forces:R:3:lowdin_charge:R:1
C 0.230412 -0.382772 0.286874 -1.82 -0.83 0.12 -0.74
O -0.660018 0.084304 1.022459 -0.53 1.32 -0.71 -0.03
O 0.327266 0.019990 -1.009093 0.93 -0.38 0.71 0.09
O 0.858147 -1.388066 0.618137 1.68 -0.45 -0.76 -0.02
H -0.109097 0.864988 -1.066072 -0.67 1.12 -0.43 0.06
O 1.722776 -1.215481 3.055830 0.56 0.00 1.09 -0.06
H 1.448584 -1.143758 2.137632 -0.14 -0.15 -0.25 -0.04
H 1.684339 -2.157987 3.240963 -0.09 0.02 -0.04 0.03
O -2.496274 -0.120301 -3.032673 2.03 -1.87 -1.65 0.00
H -2.414459 -0.446179 -2.154369 -0.16 -0.68 1.47 -0.01
H -3.063193 0.591305 -3.006101 -2.00 2.31 0.16 0.00
O 1.523651 -2.629511 -1.530032 0.62 0.36 -0.26 -0.07
H 1.380505 -2.000885 -0.787975 0.75 -0.27 -0.10 -0.02
H 0.684530 -3.054890 -1.491221 -0.98 -0.90 -0.32 0.00
O -0.960433 -2.962091 1.707012 -1.03 -0.74 -0.53 -0.06
H -0.401466 -2.385010 1.160438 0.34 0.00 0.27 -0.01
H -1.623099 -3.305265 1.071497 0.51 0.34 0.64 0.05
O -1.926472 -1.423078 3.976599 -1.35 -0.60 1.34 -0.05
H -1.600273 -1.767061 3.160009 0.85 -0.24 -1.04 -0.04
H -1.538708 -0.589437 4.193389 0.58 0.65 -0.25 0.02
O 0.936039 1.890148 2.306386 0.14 1.11 0.67 -0.06
H 1.738399 1.618716 1.860454 0.77 0.16 -0.12 -0.04
H 0.329984 1.289630 1.904254 -1.19 -0.52 0.01 -0.05
O 0.383893 0.611057 -3.911183 1.01 0.30 -0.86 -0.05
H -0.371139 0.316435 -3.417423 -0.69 -0.66 0.30 -0.03
H 0.778145 -0.166078 -4.339880 -0.43 0.29 0.44 0.05
O -2.671235 -1.345349 -0.279923 -1.45 0.02 0.85 -0.07
H -3.300579 -1.312631 0.498431 1.10 -0.06 -1.31 0.09
H -1.957092 -0.760780 0.009980 0.21 0.15 0.52 -0.01
O 3.033001 1.221375 0.821449 0.83 0.03 1.14 -0.04
H 3.667314 0.713392 1.344010 -0.13 0.28 0.48 0.07
H 3.027856 0.663697 0.055200 0.04 -0.16 -1.30 -0.03
O -2.588389 1.210040 2.554361 -0.37 -0.32 1.63 -0.04
H -1.909257 0.631184 2.215258 0.49 -0.26 -0.29 -0.03
H -2.920203 1.677864 1.818756 -0.38 0.80 -1.22 0.00
O 3.151342 -0.015973 -1.490461 -0.24 -0.08 1.12 -0.03
H 2.201905 0.171687 -1.455215 -0.20 -0.17 -0.49 0.02
H 3.370671 -0.058311 -2.399275 0.26 -0.04 -1.27 0.04
O -1.236110 2.265823 -1.645225 1.03 0.09 1.50 -0.01
H -2.035142 2.210728 -1.118605 -0.32 0.03 -0.53 0.06
H -1.352025 2.325709 -2.580899 -0.57 -0.01 -0.74 0.04
O 1.646716 3.100638 -1.616804 1.29 -0.08 -1.52 -0.03
H 1.000440 3.168784 -0.950287 -1.26 0.18 1.38 -0.01
H 2.008748 3.983400 -1.736661 -0.03 -0.09 0.15 0.04
```
Positions in Å, forces in eV/Å.

***

Record 6
Here is a molecular structure, C13H20F6InO2P2S5 from OMol25. Energies are from wB97M-V/def2-TZVPD.

As for the expectation value of S²: 0.762. The spin multiplicity is 2. As for the HOMO-LUMO gap (alpha / beta): 7.37 / 5.96 eV. For the highest occupied orbital energy (alpha / beta), the calculation gives -0.293 / -0.306 hartree. The calculated total energy is -112138.588 eV.

```
49
Properties=species:S:1:pos:R:3:forces:R:3:mulliken_spin:R:1
In -0.639811 -0.283662 -0.758102 0.33 0.06 0.05 -0.01
C -1.449694 -3.120467 1.405427 -0.06 0.00 -0.13 0.00
C -0.623763 -2.882101 0.351198 -0.29 -0.17 -0.05 0.00
C -1.447115 -2.340468 -0.757610 0.28 0.42 0.09 0.00
C -2.825578 -2.352621 -0.264211 0.12 -0.27 0.14 0.00
C -2.813383 -2.805484 1.016320 0.07 0.00 0.07 0.00
H -1.152430 -3.488596 2.382542 -0.01 0.04 -0.16 0.00
H 0.443674 -3.056327 0.292998 -0.08 0.00 0.04 0.00
H -1.209740 -2.574389 -1.795689 -0.15 -0.19 0.15 0.00
H -3.687697 -2.041570 -0.835567 0.07 0.04 0.04 0.00
H -3.678590 -2.895928 1.666020 0.14 0.03 -0.13 0.00
O 2.866398 2.522685 -6.300752 -0.14 -0.11 0.20 0.04
C 2.225533 1.954237 -5.464749 0.17 0.10 -0.24 0.01
S 0.830249 2.692880 -4.637818 0.10 -0.07 0.02 0.04
C 0.454999 1.340873 -3.609534 0.17 -0.22 -0.14 0.20
C 1.247317 0.183659 -3.771989 -0.13 0.17 0.02 0.08
S 1.007804 -1.249779 -2.964562 -0.21 -0.19 -0.25 0.36
S 2.561045 0.296451 -4.917164 -0.05 0.17 -0.06 0.01
S -0.854398 1.537504 -2.562461 0.15 -0.09 0.43 0.22
C -0.236138 2.486612 2.682300 -0.05 0.11 -0.02 0.00
S -0.118640 0.715468 2.820310 0.08 -0.33 0.09 0.00
C -1.700654 0.388795 3.570849 -0.15 0.03 0.19 0.00
O -0.106941 0.119538 1.425801 -0.01 0.29 -0.03 0.00
H -0.196746 2.901509 3.697075 0.00 -0.11 -0.22 0.00
H -1.159820 2.750778 2.176347 -0.02 0.11 -0.03 0.00
H 0.630728 2.815165 2.109107 -0.04 0.05 0.05 0.00
H -1.600800 0.664589 4.629076 -0.03 -0.08 -0.23 0.00
H -1.873123 -0.685679 3.473949 0.01 0.13 0.02 0.00
H -2.491061 0.950727 3.075590 0.09 -0.09 0.15 0.00
F -2.868281 0.249421 1.033303 -0.07 -0.16 0.21 0.00
P -3.399345 1.548712 0.223182 -0.06 -0.07 -0.14 0.00
F -3.450328 2.385135 1.600490 0.17 0.06 -0.03 0.00
F -3.810073 2.822902 -0.623014 0.12 0.08 -0.02 0.00
F -1.774904 1.951742 0.049717 -0.23 0.14 0.12 0.00
F -3.228069 0.663253 -1.141030 -0.07 0.03 -0.17 0.00
F -4.900463 1.077016 0.390054 -0.15 -0.03 -0.01 0.00
C 2.841873 -0.398214 1.608380 -0.11 -0.03 0.06 0.01
P 2.278452 -0.489699 -0.130079 0.00 0.24 -0.12 0.04
C 3.384949 -1.821601 -0.726726 -0.07 -0.07 0.04 0.01
C 3.088347 0.994076 -0.836478 -0.01 -0.03 -0.03 0.00
H 3.928488 -0.501243 1.648118 -0.03 0.01 0.02 0.00
H 2.376946 -1.195451 2.196497 0.07 0.12 -0.08 0.00
H 2.563215 0.559993 2.049914 0.02 -0.08 -0.03 0.00
H 4.423212 -1.555090 -0.521285 0.00 -0.02 0.03 0.00
H 3.252859 -1.982178 -1.793739 0.05 0.00 0.04 -0.01
H 3.147369 -2.750890 -0.204444 0.02 0.02 -0.02 0.00
H 4.129788 1.057393 -0.511152 -0.03 0.01 -0.04 0.00
H 2.556132 1.893374 -0.518673 0.03 -0.03 -0.01 0.00
H 3.058205 0.946946 -1.927735 0.02 0.01 0.09 0.00
```
Positions in Å, forces in eV/Å.